Formula: C6H6
Source: the Open Molecules 2025 dataset
Level of theory: ωB97M-V with the def2-TZVPD basis set

Properties
HOMO energy = -9.43 eV
Energy above the lowest of the compared OMol25 structures with the same formula, charge and spin = 127.9 kcal/mol
Electronic energy = -6313.6538 eV
HOMO-LUMO gap = 10.541 eV

```
! wB97M-V def2-TZVPD RIJCOSX def2/J DEFGRID3
* xyz 0 1
C -1.036 2.058 1.353
C -0.480 1.105 0.834
C 0.181 -0.139 -0.018
C -0.781 -0.877 -0.960
C 1.389 -0.770 0.556
C 1.607 0.122 -0.347
H -1.326 2.677 2.103
H -0.355 -1.632 -1.715
H -1.319 -0.127 -1.651
H -1.541 -1.462 -0.433
H 1.516 -1.638 1.337
H 2.143 0.683 -1.057
*
```